(1)
Here is 2 unconnected molecules or ions with the total composition C2H6Br2N at a distorted geometry from the Open Molecules 2025 dataset. Energies are from ωB97M-V/def2-TZVPD.

```
11
C2H6Br2N, DFT ωB97M-V/def2-TZVPD
C 2.5017 0.0168 -0.3548
H 1.6825 0.3467 -1.0671
C -0.9763 -0.2563 -0.2632
H 0.0748 -0.5804 1.4467
Br 4.0480 1.1271 0.1301
Br 2.6113 -1.7884 0.0911
H -0.6986 -1.3090 -0.3227
H -0.6383 0.9861 1.3066
N -0.1843 0.1661 0.8704
H -0.4802 0.0728 -1.2066
H -2.0681 -0.1626 -0.1707
```

Calculated values
HOMO in Eh: -0.507
ΔE to the lowest compared entry with this formula, charge and spin in eV: 2.987
Frontier orbital gap in eV: 6.336
Energy in a.u.: -5282.1933
Total charge: +1

***

(2)
Here is 2 unconnected molecules or ions with the total composition C2H6BrN at a distorted geometry from the Open Molecules 2025 dataset. Energies are from ωB97M-V/def2-TZVPD.

```
10
C2H6BrN, DFT ωB97M-V/def2-TZVPD
H 1.1955 1.4178 0.0234
C 0.4256 -1.2108 -0.1138
N -0.0594 0.0064 -0.7809
H 0.4261 -1.3106 0.9072
C 0.1561 1.3083 -0.0565
H 1.4433 -1.4767 -0.4375
Br -2.7939 -0.0282 0.5157
H -0.1239 -1.9916 -0.5923
H -0.2466 1.1066 1.0123
H -0.4227 2.1789 -0.4775
```

Calculated values
HOMO (alpha / beta) in Eh: -0.340 / -0.340
ΔE to the lowest compared entry with this formula, charge and spin in eV: 3.184
Frontier orbital gap (alpha / beta) in eV: 6.003 / 6.006
Energy in a.u.: -2708.4146
Total charge: 0

***

(3)
Here is 2 unconnected molecules or ions with the total composition C2H6BrN at a distorted geometry from the Open Molecules 2025 dataset. Energies are from ωB97M-V/def2-TZVPD.

```
10
C2H6BrN, DFT ωB97M-V/def2-TZVPD
H 0.5285 1.2931 -0.6007
C 0.6803 -1.5028 -0.2796
H 0.2967 -1.5360 -1.3153
H 0.8334 -2.2389 0.4703
C -0.1028 1.2403 0.3899
H 1.3220 -0.6264 -0.2300
Br -2.4368 0.0903 -0.7360
H -0.7189 2.1732 0.6926
H 0.5724 0.9816 1.1529
N -0.9747 0.1254 0.4559
```

Calculated values
HOMO (alpha / beta) in Eh: -0.335 / -0.313
ΔE to the lowest compared entry with this formula, charge and spin in eV: 3.898
Frontier orbital gap (alpha / beta) in eV: 9.136 / 7.994
Energy in a.u.: -2708.3883
Total charge: 0

***

(4)
Here is a molecular structure, C2H6CdFO2 at a distorted geometry from the Open Molecules 2025 dataset. Energies are from ωB97M-V/def2-TZVPD.

```
12
C2H6CdFO2, DFT ωB97M-V/def2-TZVPD
C 1.3818 0.7094 0.6909
H 1.5561 1.6617 0.1754
H 1.0325 0.8690 1.7187
Cd -0.0534 -1.8790 -0.8166
H -1.3151 0.7148 0.8623
O 0.3956 -0.0338 -0.0206
H 2.2954 0.1100 0.6850
F 0.1165 -3.4089 0.0951
C -0.8910 0.5239 -0.1321
O -1.5814 -0.5167 -0.8725
H -2.0541 -0.1884 -1.6461
H -0.8830 1.4382 -0.7393
```

Calculated values
HOMO in Eh: -0.594
Frontier orbital gap in eV: 11.192
Energy in a.u.: -497.5537
Total charge: +1

***

(5)
Here is 2 unconnected molecules or ions with the total composition C2H6Cl at a distorted geometry from the Open Molecules 2025 dataset. Energies are from ωB97M-V/def2-TZVPD.

```
9
C2H6Cl, DFT ωB97M-V/def2-TZVPD
C -0.8807 2.5396 -0.0660
H -0.3654 2.2577 0.8981
H -0.6150 3.6266 -0.2896
H -1.6836 -0.8658 0.6883
H -0.3762 1.8983 -0.8267
C -2.4291 2.2157 0.0378
H -2.6514 1.6871 1.0835
Cl -1.2949 -2.0728 0.7982
H -2.7050 1.3175 -0.6908
```

Calculated values
HOMO (alpha / beta) in Eh: -0.354 / -0.430
⟨S²⟩: 0.753
ΔE to the lowest compared entry with this formula, charge and spin in eV: 0.945
Frontier orbital gap (alpha / beta) in eV: 10.537 / 11.101
Energy in a.u.: -539.8783
Total charge: 0
Multiplicity: 2

***

(6)
Here is 2 unconnected molecules or ions with the total composition C2H6Cl2NO2P at a distorted geometry from the Open Molecules 2025 dataset. Energies are from ωB97M-V/def2-TZVPD.

```
14
C2H6Cl2NO2P, DFT ωB97M-V/def2-TZVPD
H 1.2272 2.5345 0.0391
H -1.4110 -1.8376 -1.4889
P -2.9274 0.3588 0.1889
H 0.5710 2.0775 1.6062
O -0.7211 1.5699 -0.0766
H 0.1286 -1.0222 -1.6953
C 0.5126 1.7734 0.5169
Cl -3.6658 0.0582 -1.6692
Cl -3.4212 -1.1826 1.3449
C -0.5373 -1.5013 -1.0369
H -0.0667 -1.9853 -0.1034
N -1.2309 0.3863 0.2810
H 1.1117 0.7871 0.4127
O -3.5120 1.6023 0.6641
```

Calculated values
HOMO (alpha / beta) in Eh: -0.335 / -0.353
ΔE to the lowest compared entry with this formula, charge and spin in eV: 2.724
Frontier orbital gap (alpha / beta) in eV: 7.959 / 9.164
Energy in a.u.: -1546.6700
Total charge: 0

***

Please write out number 6 again, unchanged.
Here is 2 unconnected molecules or ions with the total composition C2H6Cl2NO2P at a distorted geometry from the Open Molecules 2025 dataset. Energies are from ωB97M-V/def2-TZVPD.

```
14
C2H6Cl2NO2P, DFT ωB97M-V/def2-TZVPD
H 1.2272 2.5345 0.0391
H -1.4110 -1.8376 -1.4889
P -2.9274 0.3588 0.1889
H 0.5710 2.0775 1.6062
O -0.7211 1.5699 -0.0766
H 0.1286 -1.0222 -1.6953
C 0.5126 1.7734 0.5169
Cl -3.6658 0.0582 -1.6692
Cl -3.4212 -1.1826 1.3449
C -0.5373 -1.5013 -1.0369
H -0.0667 -1.9853 -0.1034
N -1.2309 0.3863 0.2810
H 1.1117 0.7871 0.4127
O -3.5120 1.6023 0.6641
```

Calculated values
HOMO (alpha / beta) in Eh: -0.335 / -0.353
ΔE to the lowest compared entry with this formula, charge and spin in eV: 2.724
Frontier orbital gap (alpha / beta) in eV: 7.959 / 9.164
Energy in a.u.: -1546.6700
Total charge: 0

***

- What is the total charge in the sixth record?
  0